[1]
A cluster of 6 separate species, H13O6 in total, computed with the ωB97M-V functional and the def2-TZVPD basis.

HOMO-LUMO gap in eV: 11.749
ΔE to the lowest compared entry with this formula, charge and spin in eV: 3.345
Charge: +1
LUMO level in eV: -3.19
Multiplicity: 1
Highest occupied orbital energy in eV: -14.94

Last column: Mulliken charge in e.
Element x y z (Å)
H 3.55929 -0.41802 -1.13944  0.358
O -0.29049 1.71470 1.46408  -0.636
H 0.41794 2.18163 1.77147  0.260
H -0.19375 2.42158 -2.99708  0.302
H -1.11567 -1.17921 2.47098  0.339
H -0.54024 0.50731 0.07718  0.528
H -0.18783 -1.00417 -0.10612  0.397
O -1.82991 -1.04592 1.75383  -0.532
H 0.22932 -2.86633 1.11684  0.343
O 0.24475 -2.82903 0.09958  -0.716
H 0.57468 0.30146 -0.59271  0.251
O 2.57044 -0.00493 -1.32404  -0.709
H -2.34327 -1.67870 1.81204  0.203
H -1.48110 2.56095 -2.55286  0.293
H 2.78275 0.92349 -1.15979  0.327
H -1.10304 1.74297 2.05154  0.317
H -0.41971 -3.50043 -0.12960  0.344
O -0.65786 2.28312 -2.19762  -0.572
O -0.21631 -0.11047 -0.41829  -0.098

[2]
An isolated molecule of C20H17N3O4, computed with the ωB97M-V functional and the def2-TZVPD basis.

HOMO-LUMO gap in eV: 8.497
SMILES string: O=C(COc1ccc2ccccc2c1)NNC(=O)C(=O)Nc1ccccc1
ΔE to the lowest compared entry with this formula, charge and spin in eV: 0.437
Charge: 0
LUMO level in eV: 0.29
Multiplicity: 1
Highest occupied orbital energy in eV: -8.21

Last column: Mulliken charge in e.
Element x y z (Å)
H 5.58771 0.20303 -0.95328  0.329
O 4.18958 2.36130 -0.98443  -0.610
C 0.88381 1.45521 1.10648  0.258
C 5.09283 0.34370 0.01573  -0.385
C -3.56813 0.05856 1.03828  -0.266
C -1.71808 -2.15093 -0.60826  -0.492
H -6.40434 0.59510 -0.71268  0.404
H -5.51859 -0.80235 1.11938  0.390
H -2.75326 -2.22544 -0.90660  0.442
C -0.00214 -2.63754 1.00853  -0.811
C -1.30506 -2.72509 0.60541  -0.682
C 0.95171 -1.96385 0.21648  1.006
C -3.23810 1.78023 -0.61468  -0.576
C 3.17194 -1.06621 -0.11723  0.081
C -4.55437 1.63141 -1.01278  -0.617
H -2.03097 -3.23916 1.21879  0.437
N 3.22432 1.58398 0.90631  -0.246
O -0.44680 2.75080 -0.41291  -0.699
C 4.14676 1.54034 -0.09873  0.352
N -1.41687 1.07827 0.85027  0.059
O 4.41267 -0.81974 0.43943  -0.526
H -2.59526 2.50062 -1.09240  0.468
C -0.81603 -1.50086 -1.40245  -0.789
H -1.12839 0.40879 1.56171  0.123
C -4.88099 -0.07950 0.63245  -0.701
C 2.28097 -1.78704 0.64092  -0.363
H 0.31676 -3.07031 1.94518  0.389
H -4.93808 2.24606 -1.81314  0.383
H 5.85876 0.52978 0.77411  0.371
C 0.53542 -1.39195 -1.01471  0.794
H 3.15599 0.81544 1.57176  0.415
C 1.49250 -0.72382 -1.80387  -1.071
H -3.17369 -0.55234 1.83737  0.395
N 1.96250 2.12281 0.66566  -0.206
H 2.59487 -2.17829 1.59602  0.419
C 2.78110 -0.56687 -1.37654  -0.315
H 1.89592 2.76415 -0.11957  0.352
C -0.41708 1.86971 0.42370  0.783
C -5.37834 0.70527 -0.39581  -0.499
O 0.93231 0.57255 1.95026  -0.685
C -2.73922 0.98842 0.41449  0.618
H -1.12569 -1.05474 -2.33650  0.412
H 1.19032 -0.31909 -2.75862  0.419
H 3.49076 -0.05039 -2.00356  0.438

[3]
A cluster of 2 separate species, C12H15BF2N4O6 in total, computed with the ωB97M-V functional and the def2-TZVPD basis.

HOMO-LUMO gap in eV: 8.184
Charge: 0
LUMO level in eV: -1.08
Multiplicity: 1
Highest occupied orbital energy in eV: -9.27

Last column: Mulliken charge in e.
Element x y z (Å)
F -0.16707 6.00897 -3.45437  -0.333
C 1.02424 0.76885 2.22927  -0.498
F -0.19130 4.18763 -4.81992  -0.328
H 0.04908 0.97400 1.80380  0.232
H 0.06792 0.06495 -0.59912  0.101
H 1.23701 -1.21106 -0.54257  0.439
O -1.80997 4.33989 -3.09841  -0.412
C 0.16962 -1.01745 -0.52179  0.084
C -1.70632 -1.36917 -1.90759  0.676
H 2.78412 0.64898 0.95782  0.400
O 0.46691 3.90718 -2.56416  -0.438
C -0.66576 -4.90674 0.16097  -0.527
H -1.12938 -2.28963 0.73545  0.734
B -0.40694 4.65427 -3.53967  0.497
O -2.68350 3.09892 -1.43510  -0.644
C 2.16146 -1.19511 3.22241  -0.025
N 0.64091 -1.72002 1.77401  0.380
C -0.28929 3.27681 -1.71288  0.574
H -2.09958 0.74424 -1.77060  0.018
C 0.13517 -4.51971 0.94747  0.210
N 1.00854 -4.09381 1.88544  -0.171
O 0.09269 2.56816 -0.80346  -0.634
C 2.06138 1.39822 1.26544  -0.836
H 1.58456 1.81314 0.38505  0.091
C -1.75861 3.55914 -2.05524  0.640
N 1.25704 -0.67433 2.39714  -0.195
O -0.37853 -1.63493 -1.66463  -0.405
O -2.29250 -2.06908 -2.67761  -0.557
C -0.43080 -1.47124 0.82208  -1.502
H 1.55527 -4.79541 2.35889  0.284
H -3.40229 -0.32920 -1.30109  0.391
H -2.08465 -0.03937 -0.20557  0.217
H 2.62833 2.16682 1.77734  0.386
H 2.75849 -0.55296 3.84183  0.429
H -1.36348 -5.39293 -0.47272  0.418
C -2.33263 -0.17958 -1.24886  -0.570
H -0.98695 -0.63586 1.22807  0.500
N 2.18752 -2.51866 3.15755  -0.667
H 1.05284 1.25210 3.19484  0.523
C 1.25644 -2.81601 2.25044  0.519

[4]
An isolated molecule of CH4N2, computed with the ωB97M-V functional and the def2-TZVPD basis.

HOMO-LUMO gap in eV: 10.732
SMILES string: C1NN1
ΔE to the lowest compared entry with this formula, charge and spin in eV: 3.620
Charge: 0
LUMO level in eV: 1.30
Multiplicity: 1
Highest occupied orbital energy in eV: -9.44

Last column: Mulliken charge in e.
Element x y z (Å)
N -0.76149 -0.68844 0.09485  -0.429
H 1.05826 -0.00882 1.00422  0.155
N -0.73971 0.70623 -0.10537  -0.446
H -1.10312 -1.15954 -0.85397  0.237
H -1.02444 1.23699 0.84842  0.253
H 1.14022 -0.11179 -0.81766  0.244
C 0.45901 -0.02020 -0.01415  -0.015

[5]
A cluster of 8 separate species, C19H47FN3O7 in total, computed with the ωB97M-V functional and the def2-TZVPD basis.

HOMO-LUMO gap in eV: 6.652
Charge: +1
LUMO level in eV: -4.04
Multiplicity: 1
Highest occupied orbital energy in eV: -10.69

Last column: Mulliken charge in e.
Element x y z (Å)
H -0.24383 -1.08666 -0.92048  0.237
H 2.55638 0.44980 0.36953  0.282
H -0.67932 4.97218 0.03292  0.379
C -6.09520 5.93155 2.59324  -0.569
H 7.23719 1.08477 -1.54764  0.287
N 2.08715 0.07567 -0.48629  -0.486
H -1.55952 -0.27633 0.63712  0.180
H 7.41155 -6.01607 0.48553  0.190
H 5.23058 -2.92658 -1.42119  0.306
H -0.85184 -3.21948 3.19076  0.294
N 1.44906 2.45216 -0.73002  -0.067
C -2.94001 0.19202 -1.33630  0.641
C -2.48484 0.33359 0.24295  -0.182
H 6.88201 -5.57187 2.12911  0.240
H -7.97427 -0.05930 -0.21422  0.258
H -7.48305 1.38642 0.70646  0.061
H -2.32996 -0.61992 -3.41701  0.341
C 1.17383 1.14536 -1.11926  0.130
H 2.87940 -0.01722 -1.18987  0.258
H -2.99135 1.47361 2.35132  0.300
N 0.05188 0.83487 -2.09748  0.021
H 0.63106 3.59773 -2.41869  0.289
C 4.21136 -6.70165 1.42335  -0.535
C 7.68885 -5.48250 1.39764  -0.546
C -0.40958 -0.61070 -1.99972  -0.669
C 6.59216 0.26779 -1.88006  -0.577
C -4.24276 0.99070 -1.97344  -0.666
C -8.27236 0.94617 0.09269  -0.403
O 3.88997 -2.62237 0.10948  -0.492
H -5.91215 6.36653 1.60793  0.210
H -6.16121 6.73078 3.33546  0.288
O 5.26716 0.50178 -1.43985  -0.420
H 8.14146 -3.66965 1.91495  0.291
C -1.20784 -2.27967 2.76231  -0.460
H 3.27839 -7.27026 1.40056  0.332
O 7.89700 -4.11708 1.08707  -0.514
H -2.78323 4.72498 -1.51976  0.275
H -0.56281 -1.46268 3.09473  0.240
H 0.14733 -1.30121 -2.78012  0.383
H -1.18870 5.04933 -2.53374  0.347
H -6.00536 2.63360 -1.36421  0.379
H -2.28509 -1.92562 -2.02769  0.335
C -2.03726 -0.80212 -2.29860  -0.763
C -1.76936 4.25054 -1.86476  -0.482
O -8.46761 1.75272 -1.05427  -0.502
F -1.92680 3.04045 -2.70424  -0.252
H 4.39441 -6.26667 0.43805  0.143
C -3.35382 1.36871 1.22053  -0.588
H 1.41582 4.61650 -0.97575  0.340
H -1.19223 -2.34989 1.67186  0.186
C -4.63809 2.19400 0.60512  -0.216
H 8.61008 -5.90985 1.80134  0.349
H 5.09374 -7.93591 2.63037  0.299
H -1.13697 3.10429 0.13065  0.073
H 0.44346 0.91409 -3.07619  0.354
H -5.21282 4.69730 3.80026  0.298
H 5.86000 -2.03938 0.00169  0.086
H -9.17295 1.33746 -1.57905  0.298
H 4.14535 -5.90242 2.16558  0.275
O -2.53284 -2.04568 3.20252  -0.521
H -2.82148 -1.20585 2.80665  0.291
H -5.25283 2.93518 1.29268  0.337
O -5.02261 5.06797 2.92176  -0.500
H -9.19880 0.90264 0.67068  0.325
C -0.74643 3.94947 -0.57778  -0.130
H 6.94816 -0.67202 -1.45161  0.167
C 0.73191 3.68532 -1.23538  -0.667
H 2.23246 2.62171 -0.02934  0.337
H 4.97852 1.34160 -1.83572  0.267
C 5.21497 -2.85636 -0.33073  -0.038
H 3.60133 -1.78255 -0.28640  0.250
H 5.57097 -3.79617 0.09771  -0.121
H -4.56590 0.86946 -3.09228  0.268
O 5.28395 -7.56523 1.75188  -0.514
H -7.02817 5.36295 2.57044  0.272
H 6.60777 0.19757 -2.97052  0.295
C -5.09540 2.01564 -0.96518  -0.408

[6]
A structure of composition C3H11N3O, computed with the ωB97M-V functional and the def2-TZVPD basis.

HOMO-LUMO gap (spin up / spin down) in eV: 8.615 / 8.616
ΔE to the lowest compared entry with this formula, charge and spin in eV: 5.384
Charge: 0
LUMO level (spin up / spin down) in eV: 0.63 / 0.63
Multiplicity: 1
Highest occupied orbital energy (spin up / spin down) in eV: -7.98 / -7.98

Last column: Mulliken charge in e.
Element x y z (Å)
H -2.86779 0.43179 0.40254  0.239
H 2.27583 -1.15057 1.98395  0.269
C 0.68561 1.97413 -1.06020  -0.179
N 1.72479 1.60701 -0.63163  -0.247
H -0.55029 -1.21528 -1.85753  0.326
C -1.39940 -1.09825 -1.18581  -0.918
H -0.67640 0.78732 -0.58911  0.149
H 2.10319 0.62163 1.96940  0.266
C 2.35085 -0.25381 1.35287  -0.652
N -2.00081 0.12565 0.84324  -0.677
H 0.24041 -0.45670 0.32271  0.489
H -1.63578 -2.07008 -0.74924  0.344
N -0.99766 -0.15749 -0.13045  0.041
H 0.34031 2.85628 -1.56821  0.394
H -2.26878 -0.74730 -1.75206  0.344
H -2.20000 -0.72181 1.36808  0.250
H 3.38632 -0.12923 1.02630  0.228
O 1.48961 -0.40328 0.25517  -0.666

no.,calculated total energy (Ha)
1,-458.8954
2,-1237.6014
3,-1361.4222
4,-149.9101
5,-1542.1689
6,-360.2395